193
Properties=species:S:1:pos:R:3:forces:R:3 method="wB97M-V/def2-TZVPD" orbital_gap_ev=8.66 e_above_lowest_kj_mol=379.2
C 11.325860 9.373980 8.051140 -0.37 -1.27 0.87
O 11.092540 9.632000 6.904070 -0.20 1.09 -3.00
N 12.013620 8.334330 8.490090 2.14 -1.72 0.53
N 10.740230 9.962390 9.051170 -2.31 3.15 0.70
H 12.237570 8.403870 9.472490 0.25 -0.63 -0.37
H 12.544870 7.727020 7.882600 0.01 -0.05 0.09
H 10.886980 9.722990 10.021360 0.12 0.22 0.28
H 10.139110 10.721740 8.764580 0.05 -0.04 0.41
C 9.083970 4.927480 8.073500 2.57 1.17 -1.77
O 9.382090 5.017490 6.895950 0.15 -0.53 -2.71
N 9.982320 5.286600 8.970820 0.66 0.15 1.98
N 7.955700 4.538790 8.513130 -4.63 -1.66 1.47
H 10.908190 5.497120 8.626520 0.11 0.35 0.18
H 9.616790 5.362730 9.909270 0.63 0.15 0.21
H 7.814140 4.382330 9.500840 -0.07 0.10 0.12
H 7.181960 4.350950 7.891730 0.46 -0.03 0.05
C 13.108770 4.614450 7.201110 0.69 -0.77 0.72
O 12.629880 5.647570 7.575660 -0.82 2.90 1.32
N 14.341600 4.234810 7.449750 4.61 -0.40 0.84
N 12.417160 3.659350 6.678120 -2.82 -1.77 -1.52
H 14.733950 3.357900 7.138000 -0.45 0.15 -0.03
H 15.031020 4.817610 7.902690 -0.51 0.29 -0.24
H 12.793070 2.834160 6.233310 -0.48 0.07 0.06
H 11.434420 3.889750 6.643090 -0.29 -0.39 -0.56
C 11.352110 7.465780 4.464840 0.31 -1.60 -3.15
O 11.468030 6.620190 3.610840 0.28 -2.31 -3.01
N 11.129150 7.146350 5.661960 -1.09 -1.65 5.57
N 11.420750 8.729630 4.240860 0.33 4.28 -0.74
H 10.868370 6.186790 5.838990 0.02 0.32 0.44
H 11.009090 7.898020 6.325790 -0.30 -0.61 0.20
H 11.457890 9.086740 3.296830 0.07 0.00 0.56
H 11.285240 9.243510 5.099730 0.09 1.22 -0.70
C 8.080810 4.345130 12.332240 1.69 0.72 -0.99
O 7.946090 5.041530 11.346090 -0.24 0.81 -2.75
N 7.718510 4.823130 13.491550 -0.68 -0.02 2.00
N 8.790450 3.230530 12.398670 -0.74 -1.13 1.38
H 7.764100 4.060890 14.152610 -0.88 1.29 1.15
H 7.114750 5.629930 13.423380 -0.32 -0.36 0.90
H 8.543250 2.729180 13.239890 0.76 -0.72 -0.41
H 9.216170 2.793340 11.593850 0.41 -0.43 -0.83
C 6.623330 8.169250 11.705950 -0.42 0.53 -0.40
C 6.189100 7.986960 10.236410 1.53 0.38 0.37
C 7.323710 8.379940 9.198420 -0.89 -0.75 0.46
O 6.804800 8.086030 7.896370 -1.44 0.58 2.43
C 7.575800 8.336640 6.792630 1.03 -0.55 -0.52
N 5.718430 6.612710 9.982380 0.10 1.14 -0.63
H 7.628970 7.827270 11.950590 -0.06 -0.37 -0.16
H 5.869740 7.679830 12.322930 0.15 -0.29 0.13
H 6.563960 9.215290 12.006550 0.12 0.20 -0.13
H 5.408490 8.720570 10.035010 -0.44 -0.31 -0.01
H 8.209150 7.768270 9.371460 0.30 -0.17 0.05
H 7.591380 9.425270 9.352500 0.00 0.29 -0.34
H 6.929920 8.035960 5.967680 0.43 0.26 -0.34
H 8.453960 7.693800 6.853420 0.33 -0.20 -0.49
H 7.954650 9.354650 6.702020 -0.31 0.34 -0.02
H 5.961080 6.662810 9.003240 -0.81 -1.20 -0.88
H 6.391580 5.947160 10.334520 0.37 0.11 0.49
C 7.683030 5.689110 3.910820 -1.39 1.07 0.81
C 7.790160 5.464150 2.415840 0.57 1.81 1.60
C 8.120800 6.854350 1.708140 -0.33 -2.15 0.51
O 8.459280 6.472330 0.379710 0.54 0.67 0.23
C 9.260020 7.401240 -0.329900 -0.13 -0.23 -0.35
N 8.841350 4.516050 2.231490 0.57 -1.08 -1.99
H 6.732940 6.189470 4.098110 -0.39 0.09 0.13
H 8.386200 6.386590 4.365990 0.61 -0.19 -0.36
H 7.661100 4.810350 4.555330 0.21 -0.29 -0.43
H 6.826980 5.088660 2.070340 0.18 -0.28 -0.35
H 8.943410 7.223240 2.320780 0.50 0.36 -0.50
H 7.297440 7.568220 1.732260 -0.21 0.02 -0.05
H 10.011540 7.901850 0.280610 -0.19 0.09 0.34
H 8.618840 8.115870 -0.845920 0.04 0.35 0.09
H 9.822520 6.870790 -1.098220 -0.14 -0.24 -0.02
H 9.074830 4.639180 1.256590 -0.16 -0.75 -0.78
H 9.761310 4.744130 2.580400 -0.14 0.77 1.29
C 1.986520 0.562840 6.216390 -1.02 0.59 0.81
C 2.057640 1.485030 5.004860 1.56 0.03 0.68
C 2.664480 2.908720 5.243630 0.59 -0.85 0.42
O 4.000510 2.788820 5.807320 -0.84 0.25 0.22
C 4.616860 4.028100 6.141810 0.00 0.16 -1.07
N 2.901100 0.745880 4.073420 -0.12 0.41 -0.95
H 1.419790 -0.349850 6.032230 -0.08 0.13 -0.42
H 1.443120 1.101580 6.992650 0.06 -0.11 0.42
H 2.937290 0.216190 6.621300 0.23 0.47 -0.22
H 1.069990 1.691180 4.592370 -0.10 -0.36 -0.13
H 2.043350 3.562160 5.856250 -0.10 -0.09 0.38
H 2.690060 3.359150 4.251380 0.34 0.28 -0.19
H 5.582870 3.860360 6.618050 -0.20 -0.37 0.19
H 4.019810 4.715280 6.741320 -0.28 -0.30 0.31
H 4.859480 4.572630 5.229270 0.00 0.13 -0.27
H 3.830040 0.713960 4.468580 0.18 -0.27 0.41
H 3.055480 1.334780 3.267530 -0.13 -0.03 -0.60
C 10.680640 7.259420 11.379830 -0.09 -0.11 0.33
C 10.705790 8.480680 12.308130 0.93 -1.46 0.02
C 11.290260 8.119670 13.727680 -1.24 0.75 -1.60
O 10.202240 7.589060 14.469740 1.29 0.14 -0.27
C 10.647990 6.973760 15.651060 -0.39 -1.07 0.27
N 11.481820 9.525820 11.608590 -1.26 -0.51 1.32
H 10.188580 7.473920 10.431170 -0.06 0.09 0.12
H 10.234490 6.362950 11.810410 -0.45 0.23 0.28
H 11.694090 6.937730 11.139930 0.33 0.36 0.00
H 9.700420 8.882030 12.435620 -0.05 -0.11 0.12
H 11.706250 9.007980 14.203030 -0.20 0.36 0.24
H 12.156440 7.478560 13.563930 -0.10 -0.78 0.25
H 9.755610 6.795540 16.251050 0.20 0.36 0.32
H 11.453800 7.485170 16.177590 -0.30 0.63 0.13
H 11.059120 5.980150 15.472700 0.09 -0.26 -0.43
H 12.475970 9.358210 11.669100 0.19 0.35 0.41
H 11.136030 10.298730 12.159180 1.22 1.08 -0.33
C 11.568300 0.460260 9.350430 -0.38 -1.06 -1.58
C 10.193140 0.962510 9.774210 1.50 0.50 -0.52
C 9.527460 0.100520 10.782200 -0.08 -1.26 0.98
O 9.677900 -1.317760 10.473080 -0.93 0.68 0.52
C 8.957230 -2.194010 11.365150 0.08 0.56 -0.42
N 10.337080 2.297640 10.320490 -0.32 0.70 0.36
H 11.418990 -0.513350 8.883630 0.11 -0.16 -0.18
H 12.389380 0.284870 10.045530 -0.44 0.49 0.68
H 11.915950 1.120160 8.555590 0.24 0.12 0.02
H 9.559330 1.092210 8.896960 -0.02 -0.43 -0.19
H 8.506810 0.455880 10.923930 -0.53 -0.53 -0.35
H 9.981900 0.328840 11.746280 0.45 -0.29 0.38
H 8.941790 -3.212820 10.978010 0.47 0.13 -0.28
H 7.903500 -1.927190 11.446140 -0.05 0.39 0.05
H 9.398800 -2.209380 12.361580 0.12 0.11 0.10
H 10.413180 3.003770 9.602370 -0.48 0.04 -0.49
H 11.240730 2.457370 10.742390 0.28 -0.37 0.46
C 9.570120 -0.177780 5.693330 0.35 0.66 0.45
C 9.668310 1.371430 5.783420 1.22 -1.70 -1.60
C 10.642250 1.857010 4.613420 -0.62 1.66 1.38
O 12.024960 1.614480 4.834800 0.82 -0.97 -0.11
C 12.829640 2.181050 3.774790 -1.53 -0.75 -0.48
N 8.317890 1.850160 5.632820 0.38 0.78 0.10
H 8.866300 -0.632580 6.390400 0.12 0.32 0.41
H 10.562270 -0.588440 5.880650 -0.07 -0.34 -0.38
H 9.150930 -0.439380 4.721770 0.44 -0.08 -0.28
H 10.139430 1.677180 6.717580 -0.33 0.11 0.22
H 10.637900 2.946900 4.598800 -0.87 0.46 -0.04
H 10.223790 1.572650 3.647950 0.39 -0.64 -0.26
H 12.419030 1.722280 2.875330 0.41 0.00 -0.45
H 13.886760 1.925410 3.847180 -0.20 -0.01 0.48
H 12.651940 3.249280 3.650630 0.19 0.26 0.39
H 8.306840 2.852180 5.759030 -0.10 0.42 -0.11
H 7.991450 1.647690 4.698720 -0.11 0.04 -0.22
C 12.219370 4.257250 13.120120 0.06 1.65 -0.21
C 13.144550 4.640250 11.934850 -1.44 -1.89 0.78
C 14.339010 3.701300 12.004790 1.09 0.47 -0.82
O 15.040750 3.909620 13.212910 1.16 -0.73 0.41
C 16.314670 3.193750 13.351690 -0.58 1.26 -0.10
N 12.315530 4.407450 10.711380 1.40 -0.14 0.74
H 12.630930 4.490570 14.102100 0.34 -0.13 -0.12
H 11.893370 3.217210 13.107740 0.03 0.11 -0.29
H 11.384910 4.947460 12.996120 -0.60 -0.40 0.31
H 13.460700 5.683140 11.957810 0.28 0.05 0.47
H 14.976590 3.973000 11.163500 0.49 -0.10 -0.32
H 14.120010 2.640490 11.883070 -0.62 -0.09 -0.01
H 17.036500 3.465870 12.581620 -0.24 0.13 -0.48
H 16.274490 2.104800 13.377680 -0.60 -0.04 0.05
H 16.766210 3.575230 14.267480 -0.31 -0.20 0.16
H 11.528980 5.040100 10.745960 -0.03 -0.14 0.07
H 12.864610 4.702360 9.916620 0.01 0.02 -0.49
C 5.799130 -0.558630 6.653330 -0.47 -0.64 0.14
C 5.865260 0.100810 8.056600 -1.14 -1.20 -1.16
C 6.356040 -0.872610 9.156740 -0.59 0.07 -0.04
O 5.537000 -2.052180 9.260300 0.25 -0.02 -0.80
C 5.400020 -2.748130 10.496950 -0.57 1.86 0.01
N 6.667390 1.285670 7.927440 0.90 -0.12 1.22
H 4.970690 -1.256840 6.533800 -0.14 -0.02 0.13
H 6.686990 -1.138410 6.401030 0.28 0.00 0.32
H 5.724410 0.185430 5.860300 -0.18 0.24 0.16
H 4.875660 0.470410 8.325280 -0.34 -0.41 0.15
H 6.268200 -0.273590 10.063140 0.37 -0.17 0.47
H 7.379790 -1.182000 8.946260 0.31 0.19 0.17
H 5.484040 -1.994960 11.280390 -0.05 0.04 0.45
H 6.091690 -3.544220 10.772500 0.22 -0.17 -0.74
H 4.358390 -3.069170 10.492700 0.19 -0.47 0.15
H 7.466570 0.961870 7.401550 0.43 0.67 -0.15
H 6.180630 1.888560 7.279610 0.01 0.09 -0.11
C 3.663570 2.542100 13.560570 0.81 1.53 -0.40
C 4.671190 3.446420 12.702000 -0.60 -1.50 -0.32
C 4.546440 3.101110 11.187600 -1.02 -1.25 1.15
O 3.291200 3.555790 10.731280 -0.66 0.23 -1.33
C 2.994730 3.367050 9.302060 0.57 -0.02 1.48
N 4.451980 4.854760 12.869650 -0.26 0.10 0.41
H 2.638850 2.667590 13.210840 0.09 -0.38 -0.53
H 3.577750 2.906990 14.584090 0.54 0.07 0.13
H 4.000860 1.505960 13.587830 -0.24 0.01 -0.20
H 5.696760 3.189130 12.966750 0.06 -0.12 0.22
H 4.491590 2.014470 11.253210 0.58 -0.48 -0.89
H 5.369110 3.477680 10.579720 0.16 0.00 -0.03
H 2.542940 2.402290 9.071360 0.05 -0.32 0.40
H 3.926270 3.421290 8.738690 -0.09 0.32 -0.15
H 2.257520 4.121010 9.026090 0.35 0.20 0.00
H 3.545600 4.911940 12.427720 -0.59 0.88 0.10
H 5.039090 5.263800 12.156850 0.24 0.65 -0.16